DFT (wB97M-V/def2-TZVPD) results for a structure of composition C41H51MoN2O3P2S2Si2.

Output
* total charge: +1
* spin multiplicity: 3
* expectation value of S²: 2.02
* gap between HOMO and LUMO (alpha / beta): 7.18 / 6.61 eV

Each line ends with the Löwdin charge.
Atoms and positions in Å:
Mo 0.80624 -0.38697 0.06112  0.656
C 1.15057 3.15018 1.04744  -0.304
N -0.17456 3.34123 1.58531  -0.204
C -1.23419 2.37180 1.45348  -0.323
P -1.12153 1.15158 0.06839  0.902
C -1.27909 2.16342 -1.43106  -0.372
C -1.39586 3.55137 -1.40159  -0.076
C -1.50354 4.26346 -2.58978  -0.059
C -1.50166 3.59817 -3.80608  -0.066
C -1.38463 2.21381 -3.84181  -0.069
C -1.26496 1.50251 -2.66019  -0.114
C -2.80381 0.47841 0.35552  -0.370
C -2.92284 -0.62992 1.19258  -0.124
C -4.17290 -1.08791 1.58946  -0.082
C -5.31853 -0.44231 1.13908  -0.082
C -5.20956 0.65187 0.28765  -0.073
C -3.95805 1.11326 -0.10033  -0.078
C -0.50098 4.59035 2.13767  -0.255
C 0.22849 5.73806 1.81188  -0.029
C -0.10226 6.96119 2.37488  -0.078
C -1.16499 7.07513 3.25777  -0.093
C -1.89622 5.94151 3.57694  -0.080
C -1.57102 4.70937 3.03086  -0.034
P 1.88314 1.45649 1.12014  0.928
C 3.57541 1.91108 0.65977  -0.363
C 3.83855 2.22657 -0.67125  -0.120
C 5.10433 2.64414 -1.04727  -0.063
C 6.11328 2.74121 -0.09923  -0.065
C 5.85290 2.43063 1.22692  -0.062
C 4.58477 2.02124 1.61053  -0.070
C 1.91132 0.97581 2.86748  -0.354
C 2.56543 -0.21763 3.19094  -0.100
C 2.60424 -0.65146 4.50686  -0.061
C 1.98556 0.09097 5.50369  -0.067
C 1.33543 1.27549 5.18707  -0.065
C 1.29666 1.72205 3.87417  -0.071
H 1.84724 3.78068 1.60376  0.105
H 1.24325 3.44339 -0.01035  0.097
H -2.18207 2.90057 1.31457  0.096
H -1.36219 1.74699 2.35303  0.099
H -1.39782 4.08802 -0.46114  0.101
H -1.58890 5.34167 -2.56060  0.112
H -1.58296 4.15774 -4.72845  0.110
H -1.36928 1.69348 -4.79067  0.108
H -1.13952 0.42479 -2.68434  0.070
H -2.02906 -1.13219 1.55291  0.079
H -4.25259 -1.93657 2.25697  0.108
H -6.29443 -0.78884 1.45313  0.109
H -6.10112 1.15563 -0.06276  0.110
H -3.87834 1.97952 -0.74739  0.110
H 1.04501 5.68884 1.10469  0.105
H 0.47551 7.83616 2.10668  0.108
H -1.41913 8.03268 3.69049  0.104
H -2.72466 6.00810 4.27032  0.107
H -2.14063 3.83697 3.32195  0.104
H 3.06404 2.12175 -1.42128  0.075
H 5.30686 2.87982 -2.08355  0.110
H 7.10535 3.05468 -0.39611  0.109
H 6.63904 2.50271 1.96664  0.109
H 4.39203 1.77837 2.64744  0.106
H 3.05865 -0.79290 2.41589  0.089
H 3.12343 -1.56829 4.75272  0.112
H 2.01676 -0.24988 6.53024  0.109
H 0.86394 1.86180 5.96487  0.110
H 0.80034 2.65532 3.64303  0.097
O 2.11148 -1.96899 0.47264  -0.607
S 3.20671 -1.83249 -0.59975  0.157
O 3.46491 -3.10186 -1.21858  -0.365
O 4.31993 -1.09597 -0.08157  -0.329
S 2.08008 -0.61529 -1.89883  0.349
C -0.75900 -4.07744 1.30359  -0.165
Si -0.31150 -4.96903 -0.27776  0.517
C 1.39573 -5.68502 -0.22322  -0.144
C -1.64005 -6.22241 -0.66893  -0.164
C -0.32746 -3.60395 -1.64856  -0.340
Si 0.26768 -3.97697 -3.46261  0.521
C 2.03204 -4.53610 -3.48012  -0.150
C -0.02428 -2.38900 -4.41773  -0.174
C -0.88061 -5.30078 -4.11524  -0.167
H -0.70953 -4.76794 2.14882  0.045
H -1.77697 -3.67979 1.26899  0.020
H -0.05823 -3.26395 1.50888  0.012
H 1.52175 -6.24786 0.70463  0.048
H 2.15911 -4.90368 -0.25154  0.025
H 1.57496 -6.37118 -1.05186  0.037
H -1.83660 -6.82678 0.21978  0.042
H -1.34937 -6.90288 -1.46926  0.027
H -2.58603 -5.75325 -0.95138  0.028
H 0.29211 -2.79292 -1.23459  0.028
H 2.66265 -3.96052 -2.80104  0.002
H 2.41962 -4.40612 -4.49375  0.049
H 2.12223 -5.59275 -3.22616  0.038
H -0.06592 -1.52028 -3.75851  -0.022
H -0.94315 -2.43611 -5.00646  0.033
H 0.80108 -2.21348 -5.11023  0.043
H -0.72840 -6.26044 -3.62013  0.026
H -0.67959 -5.44969 -5.17928  0.045
H -1.93650 -5.03340 -4.02514  0.028
C -4.08242 -2.44244 -2.34029  0.033
C -2.71190 -2.77845 -2.02482  0.014
N -1.63612 -3.08131 -1.80020  0.119
H -4.09865 -1.73873 -3.17207  0.109
H -4.55217 -1.99417 -1.47021  0.086
H -4.61153 -3.35375 -2.61922  0.110